[1]
{"formula": "C22H35N2O3SSe2SiZr", "method": "ωB97M-V with the def2-TZVPD basis set", "charge": 3, "largest_force_ev_per_a": 2.25, "gap_ha": 0.2915, "e_homo_ev": -18.432, "molar_mass_g_mol": 684.830, "spin_multiplicity": 1, "e_above_lowest_ev": 0.0000, "e_lumo_ev": -10.500, "e_tot_ev": -183172.5913, "species": ["Zr", "C", "C", "C", "C", "O", "Si", "S", "O", "C", "C", "C", "C", "O", "C", "C", "C", "C", "H", "H", "H", "H", "H", "H", "H", "H", "H", "H", "H", "H", "H", "H", "H", "H", "H", "H", "H", "H", "H", "H", "H", "H", "H", "H", "H", "Se", "Se", "C", "C", "C", "C", "C", "N", "C", "C", "C", "C", "C", "N", "H", "H", "H", "H", "H", "H", "H", "H"], "xyz": [[-0.63349, 1.39504, 1.29355], [-1.76802, -2.42363, 0.56823], [-2.05794, -1.01275, 0.10434], [-3.03377, -0.30435, 1.03926], [-2.53569, -0.95915, -1.32990], [-0.77828, -0.20715, 0.23867], [0.82988, -0.33971, -0.64963], [1.64157, 1.31055, 0.47132], [1.35294, -1.79444, -0.40549], [2.39663, -2.61801, 0.26286], [3.72681, -2.26264, -0.37188], [2.37005, -2.28285, 1.74217], [2.00359, -4.05544, -0.00245], [0.39014, 0.08966, -2.11264], [0.98735, -0.19445, -3.45880], [0.22992, 0.70590, -4.41211], [2.45910, 0.16545, -3.38319], [0.77120, -1.66197, -3.77648], [-2.68982, -3.00479, 0.54573], [-1.38056, -2.43081, 1.58914], [-1.04285, -2.90512, -0.08703], [-3.99612, -0.81354, 1.02163], [-3.23193, 0.72706, 0.71549], [-2.68820, -0.34495, 2.08149], [-3.47380, -1.50895, -1.40542], [-1.81481, -1.42187, -2.00254], [-2.71649, 0.06652, -1.65469], [3.94975, -1.19881, -0.24660], [3.72659, -2.50479, -1.43556], [4.52532, -2.83386, 0.10162], [2.63784, -1.23353, 1.88981], [3.09837, -2.89660, 2.27233], [1.38296, -2.48055, 2.16854], [1.94735, -4.24713, -1.07391], [1.04099, -4.29319, 0.45275], [2.75463, -4.72218, 0.42224], [0.38761, 1.75782, -4.16393], [-0.83779, 0.47647, -4.39885], [0.59366, 0.54421, -5.42699], [2.59556, 1.21349, -3.10922], [2.92959, 0.00588, -4.35331], [2.97946, -0.46678, -2.65533], [-0.29213, -1.90236, -3.83320], [1.24379, -2.30133, -3.02884], [1.21470, -1.88948, -4.74590], [-1.06685, 4.08110, 2.26731], [-2.48383, 2.46558, 3.31346], [-1.00032, 1.59008, 4.23158], [-0.92176, 1.57124, 5.59991], [0.23383, 1.03232, 6.17032], [1.25436, 0.58514, 5.34608], [1.09075, 0.64138, 3.97487], [-0.04194, 1.10746, 3.41499], [-1.72956, 3.95517, 0.43731], [-2.33496, 5.02292, -0.17368], [-2.56472, 4.93082, -1.54935], [-2.16211, 3.79497, -2.23430], [-1.57598, 2.75285, -1.53825], [-1.37626, 2.82436, -0.21086], [-1.72047, 1.97587, 6.20741], [0.33811, 0.99882, 7.24785], [2.17650, 0.20020, 5.75979], [1.85944, 0.30450, 3.29634], [-2.60182, 5.90728, 0.38944], [-3.03793, 5.75235, -2.07242], [-2.29562, 3.71409, -3.30432], [-1.23455, 1.85065, -2.03076]], "forces_ev_per_angstrom": [[1.2, 1.1, 0.5], [0.2, 0.1, 0.0], [-0.7, -0.5, 0.0], [0.3, -0.1, -0.2], [0.2, 0.1, -0.1], [0.1, -1.8, -1.4], [-0.3, 0.2, 0.2], [-0.5, -0.1, 0.2], [0.1, -0.1, 0.0], [0.1, 0.0, 0.0], [0.0, 0.1, -0.1], [0.0, 0.1, 0.0], [0.0, 0.0, 0.0], [-0.1, 0.0, 0.0], [0.1, 0.0, 0.0], [0.0, 0.0, 0.0], [0.0, 0.0, 0.1], [0.0, 0.0, 0.1], [0.0, 0.0, 0.0], [0.0, 0.0, 0.0], [0.0, 0.0, 0.0], [0.0, 0.0, 0.0], [0.0, 0.0, 0.0], [0.0, 0.0, 0.0], [0.0, 0.0, 0.0], [0.0, 0.0, 0.0], [0.0, 0.0, 0.0], [0.0, 0.0, 0.0], [0.0, 0.0, 0.0], [0.0, 0.0, 0.0], [0.0, 0.0, 0.0], [0.0, 0.0, 0.0], [0.0, 0.0, 0.0], [0.0, 0.0, 0.0], [0.0, 0.0, 0.0], [0.0, 0.0, 0.0], [0.0, 0.0, 0.0], [0.0, 0.0, 0.0], [0.0, 0.0, 0.0], [0.0, 0.0, 0.0], [0.0, 0.0, 0.0], [0.0, 0.0, -0.1], [0.0, 0.0, 0.0], [0.0, 0.0, 0.0], [0.0, 0.0, 0.0], [0.0, 0.2, -0.1], [0.1, -0.1, -0.1], [-0.1, 0.3, 0.0], [-0.1, 0.0, 0.0], [0.0, 0.0, 0.0], [0.0, 0.0, 0.1], [-0.1, -0.1, -0.1], [0.1, 0.1, 0.6], [0.1, 0.1, 0.2], [0.0, 0.1, 0.0], [0.0, 0.0, 0.0], [0.0, 0.1, 0.0], [0.0, -0.1, 0.1], [-0.3, 0.6, -0.1], [0.0, 0.0, 0.0], [0.0, 0.0, 0.0], [0.0, 0.0, 0.0], [0.0, 0.0, -0.1], [0.0, 0.0, 0.0], [0.0, 0.0, 0.0], [0.0, 0.0, 0.0], [0.0, 0.0, 0.0]]}



[2]
{"formula": "C32H42Ge2NO5Re", "method": "ωB97M-V with the def2-TZVPD basis set", "charge": 1, "largest_force_ev_per_a": 0.47, "gap_ha": [0.3062, 0.2598], "e_homo_ev": [-10.475, -10.847], "molar_mass_g_mol": 852.117, "spin_multiplicity": 4, "e_above_lowest_ev": 0.0000, "e_lumo_ev": [-2.143, -3.777], "e_tot_ev": -160749.3658, "species": ["Re", "O", "C", "C", "N", "C", "C", "O", "O", "C", "C", "O", "O", "H", "H", "H", "H", "H", "H", "H", "H", "H", "C", "C", "Ge", "C", "C", "C", "C", "Ge", "C", "C", "C", "C", "C", "C", "C", "C", "C", "C", "H", "H", "H", "H", "H", "H", "H", "H", "H", "H", "H", "H", "H", "H", "H", "H", "H", "H", "H", "H", "H", "H", "H", "H", "H", "H", "C", "C", "C", "C", "C", "C", "C", "C", "C", "C", "H", "H", "H", "H", "H", "H", "H"], "xyz": [[0.35853, -0.36052, -0.27515], [-2.02977, -0.60338, -0.51806], [-2.52892, -1.51967, 0.46978], [-1.87543, -1.10284, 1.75900], [-0.39480, -1.22546, 1.69920], [0.05445, -2.63847, 1.70415], [0.18910, -3.18661, 0.28862], [-0.02745, -4.33052, 0.02585], [0.60552, -2.28176, -0.61284], [0.22080, -0.39670, 2.74404], [0.39643, 1.04954, 2.32124], [0.83571, 1.86771, 3.06384], [0.04411, 1.33909, 1.02502], [-2.30969, -0.86601, -1.40907], [-3.61126, -1.43213, 0.56381], [-2.28927, -2.55023, 0.19535], [-2.10882, -0.05235, 1.93753], [-2.26204, -1.69016, 2.59665], [1.04624, -2.68542, 2.15558], [-0.61648, -3.27880, 2.27623], [-0.34656, -0.40861, 3.67819], [1.21670, -0.77484, 2.96142], [5.27839, 0.03241, -1.66903], [3.79592, -0.34268, -1.58361], [2.79568, 0.29317, -0.02507], [3.57745, -0.35398, 1.66665], [5.01095, 0.14268, 1.89662], [2.99322, 2.24882, 0.06816], [2.19994, 3.31142, 0.24885], [0.28303, 3.28167, 0.56168], [-0.99775, 3.21245, -0.89807], [-0.80317, 4.23511, -2.02383], [-0.49707, 4.26600, 2.02561], [-1.04043, 5.63701, 1.60732], [2.74683, 4.69973, 0.30916], [1.98811, 5.77769, -0.13900], [2.48002, 7.07538, -0.10759], [3.75214, 7.31355, 0.38737], [4.51778, 6.25120, 0.85226], [4.02003, 4.95970, 0.81716], [5.65981, -0.16476, -2.67207], [5.88742, -0.54625, -0.97721], [5.45567, 1.09021, -1.46233], [3.66624, -1.42789, -1.60714], [3.25507, 0.04011, -2.45083], [3.54129, -1.44769, 1.66469], [2.96008, -0.00089, 2.49383], [5.68538, -0.17181, 1.10507], [5.41012, -0.23980, 2.83708], [5.04510, 1.23232, 1.95025], [4.04626, 2.50077, -0.09068], [-1.97137, 3.34417, -0.41814], [-0.97726, 2.20520, -1.30852], [-0.97282, 5.25749, -1.68245], [-1.50423, 4.04634, -2.83732], [0.20201, 4.18922, -2.44608], [0.21416, 4.33493, 2.84296], [-1.31731, 3.62254, 2.35885], [-0.23633, 6.33619, 1.38598], [-1.63210, 6.06498, 2.41671], [-1.69055, 5.57789, 0.73171], [1.00175, 5.61896, -0.56147], [1.87272, 7.89330, -0.47263], [4.14393, 8.32138, 0.41877], [5.50522, 6.43286, 1.25590], [4.61773, 4.14889, 1.21487], [-1.78100, -1.82496, -5.41171], [-1.73617, -2.38003, -4.11604], [-1.04845, -1.75598, -3.11231], [-0.36210, -0.52684, -3.32386], [0.35172, 0.19133, -2.29054], [0.97086, 1.37523, -2.64849], [0.94081, 1.89563, -3.95806], [0.25838, 1.22984, -4.92902], [-0.40959, 0.01497, -4.63604], [-1.12359, -0.65816, -5.65935], [-2.31734, -2.33228, -6.20222], [-2.23129, -3.32196, -3.91665], [-0.97793, -2.25498, -2.15730], [1.52285, 1.94198, -1.91014], [1.45466, 2.82258, -4.18038], [0.21376, 1.61742, -5.93987], [-1.13349, -0.22104, -6.65088]], "forces_ev_per_angstrom": [[-0.4, -0.2, -0.1], [0.0, 0.0, 0.2], [0.0, 0.0, -0.1], [0.0, 0.0, 0.1], [0.1, 0.0, -0.1], [-0.1, 0.1, 0.1], [0.2, 0.2, -0.3], [0.0, -0.1, 0.0], [-0.2, -0.1, 0.1], [-0.1, -0.1, 0.0], [-0.1, -0.1, -0.3], [0.0, 0.2, 0.1], [0.0, 0.2, 0.4], [0.1, 0.0, -0.1], [0.0, 0.0, 0.0], [0.0, 0.0, 0.0], [0.0, 0.0, 0.0], [0.0, 0.0, 0.0], [0.0, 0.0, 0.0], [0.0, 0.0, 0.0], [0.0, 0.0, 0.0], [0.0, 0.0, 0.0], [0.0, 0.0, -0.1], [0.1, 0.0, -0.1], [0.0, -0.1, 0.0], [0.2, 0.0, 0.1], [-0.1, 0.0, 0.1], [0.1, 0.1, -0.1], [0.2, 0.1, 0.1], [-0.1, -0.4, -0.2], [-0.1, 0.2, -0.2], [0.0, 0.0, 0.0], [0.0, 0.1, 0.1], [0.0, 0.0, 0.1], [0.0, -0.1, 0.0], [0.0, 0.1, -0.1], [0.0, -0.1, 0.0], [0.0, 0.0, 0.0], [0.0, 0.0, 0.0], [0.0, 0.0, 0.1], [0.0, 0.0, 0.0], [0.0, 0.0, 0.0], [0.0, 0.0, 0.0], [0.0, 0.0, 0.0], [0.0, 0.0, 0.0], [0.0, 0.0, 0.0], [0.0, 0.0, 0.0], [0.0, 0.0, 0.0], [0.0, 0.0, 0.0], [0.0, 0.0, 0.0], [0.0, 0.1, 0.0], [0.0, 0.0, 0.0], [0.0, 0.0, 0.0], [0.0, 0.0, 0.0], [0.0, 0.0, 0.0], [0.0, 0.0, 0.0], [0.0, 0.1, 0.1], [0.0, 0.0, 0.1], [0.0, 0.0, 0.0], [0.0, 0.0, 0.0], [0.0, 0.0, 0.0], [-0.1, -0.1, 0.0], [0.0, 0.0, 0.0], [0.0, 0.0, 0.0], [0.0, 0.0, 0.0], [0.0, 0.0, 0.0], [0.0, -0.1, 0.1], [-0.1, 0.0, -0.1], [0.1, 0.0, 0.0], [0.0, 0.1, 0.0], [0.0, 0.0, 0.1], [0.1, 0.0, -0.2], [0.0, 0.0, 0.1], [0.0, 0.0, -0.1], [0.0, 0.0, 0.0], [0.0, 0.1, 0.0], [0.0, 0.0, 0.0], [0.0, 0.0, 0.0], [0.1, 0.0, 0.0], [0.0, 0.0, 0.0], [0.0, 0.0, 0.0], [0.0, 0.0, 0.0], [0.0, 0.0, 0.0]]}



[3]
{"formula": "CH2N2O3S", "method": "ωB97M-V with the def2-TZVPD basis set", "largest_force_ev_per_a": 4.38, "gap_ha": [0.2948, 0.2875], "e_homo_ev": [-7.647, -11.860], "molar_mass_g_mol": 122.105, "spin_multiplicity": 3, "e_above_lowest_ev": 0.0000, "e_lumo_ev": [0.375, -4.038], "e_tot_ev": -21022.4599, "species": ["C", "N", "N", "O", "O", "O", "S", "H", "H"], "xyz": [[0.20004, -0.11861, -0.18422], [0.29701, -1.58455, -0.11088], [1.09275, -2.38274, -0.20671], [2.85621, 0.11835, 1.41571], [3.92586, 0.66645, -0.73731], [1.30082, 0.41408, -0.68822], [2.98252, -0.13064, -0.00543], [-0.67958, 0.05811, -0.82025], [-0.04018, 0.16592, 0.85935]], "forces_ev_per_angstrom": [[-1.1, -1.4, 1.7], [-4.3, 0.7, 0.8], [2.8, -1.6, -0.5], [-0.1, -0.7, -0.5], [-0.3, -0.5, -0.4], [3.9, 1.2, -1.3], [-1.5, 2.1, 0.7], [0.4, 0.3, 0.0], [0.1, 0.0, -0.4]]}



[4]
{"formula": "C5H5NO2", "method": "ωB97M-V with the def2-TZVPD basis set", "largest_force_ev_per_a": 10.53, "gap_ha": 0.3379, "e_homo_ev": -9.155, "molar_mass_g_mol": 111.100, "spin_multiplicity": 1, "e_above_lowest_ev": 6.6765, "e_lumo_ev": 0.041, "smiles": "C#CC(=C)N(O)C=O", "e_tot_ev": -10844.6385, "species": ["C", "C", "C", "C", "N", "O", "C", "O", "H", "H", "H", "H", "H"], "xyz": [[2.76384, -0.96248, -0.10696], [1.77717, -0.36896, -0.14954], [0.71403, 0.53056, 0.07358], [1.08866, 1.80691, 0.25328], [-0.56239, -0.00710, -0.19488], [-0.59241, -1.32900, 0.34639], [-1.79838, 0.55657, -0.09980], [-2.71829, -0.28819, -0.11376], [3.89910, -1.26338, -0.48848], [0.54676, 2.73518, -0.17333], [2.23339, 1.82400, 0.29586], [-1.50135, -1.46648, 0.29209], [-2.02750, 1.78222, -0.24636]], "forces_ev_per_angstrom": [[9.5, -3.9, -2.1], [-4.6, 2.2, 1.2], [-0.8, 1.0, -0.7], [1.1, 1.2, -1.8], [0.9, 0.2, 1.5], [3.2, 1.1, -0.6], [-2.6, 0.5, -1.8], [0.5, 2.5, 0.7], [-3.9, 0.6, 1.6], [0.6, -1.6, 1.6], [-1.9, 0.7, 0.1], [-3.2, -1.0, -0.1], [1.1, -3.4, 0.5]]}